No. 1
Molecular formula: C6H10O
Method: DFT, ωB97M-V/def2-TZVPD

Structure (XYZ):
```
17
Properties=species:S:1:pos:R:3:forces:R:3:mulliken_charge:R:1
O -1.36193 1.94454 -0.28420 -0.2 -0.5 0.7 -0.4559
H 0.98415 0.58626 -2.10230 -0.1 0.0 0.1 0.3098
H 1.12767 -0.34575 1.93173 0.0 -0.1 -0.1 0.3102
C -0.62104 1.77078 -1.30806 0.0 0.4 -0.7 -0.0703
H -0.02871 -2.45700 -0.00806 0.0 0.1 0.1 0.3803
H 1.17251 1.06343 -0.37342 -0.1 0.0 -0.1 0.2806
H 1.51152 -2.06328 1.82897 -0.1 0.1 -0.1 0.3594
C -0.49134 -0.40002 -0.44786 -0.3 0.5 -0.2 0.1349
H 2.17999 -0.93065 0.64668 -0.2 -0.1 0.1 0.2675
C 0.46620 0.86031 -1.18323 0.1 -0.6 0.4 -0.6789
H -1.16625 -0.78487 -1.21812 0.1 0.1 0.1 0.3812
H -2.27521 0.12687 0.75590 0.2 0.0 -0.1 0.2626
C 0.10721 -1.42916 0.32271 0.8 -0.8 0.0 -0.4302
H -1.01625 2.07572 -2.28662 0.1 -0.1 0.2 0.3443
C 1.27327 -1.17764 1.23184 0.1 0.0 0.1 -1.1878
H -0.68412 0.67626 1.45454 0.0 -0.1 -0.1 0.2013
C -1.23209 0.37105 0.56956 -0.3 0.9 -0.3 -0.4090
```
Forces are in eV/Å.

Calculated values
HOMO energy (spin up / spin down) = -0.266 / -0.243 hartree
Kohn-Sham gap (spin up / spin down) = 7.9562 / 7.0469 eV

No. 2
Molecular formula: C5H10N2O2
Method: DFT, ωB97M-V/def2-TZVPD

Structure (XYZ):
```
19
Properties=species:S:1:pos:R:3:forces:R:3:mulliken_charge:R:1
H 0.84037 -2.24309 -0.48431 0.1 0.2 0.0 0.2530
H -1.86497 0.47573 -0.26849 0.4 0.6 0.2 0.4455
H 1.72234 -0.88958 -1.24602 -0.1 -0.1 0.3 0.3208
H -0.04242 -0.78406 1.88667 0.0 0.0 -0.1 0.2734
C 0.86539 -1.55765 -1.33456 0.2 0.2 -0.3 -1.0609
H -1.75748 -0.37695 2.00722 0.2 0.0 0.0 0.3696
H 0.97474 -2.12847 -2.26144 -0.2 0.1 0.1 0.3554
C 0.27031 1.24020 0.00069 -2.0 1.0 1.7 -0.2195
N 1.54780 0.89598 0.57571 -0.5 0.2 0.0 -0.5479
O -1.13251 3.06569 0.35954 0.9 -2.6 1.0 -0.4433
N -0.67416 2.01736 0.86859 0.7 4.8 -0.6 -0.0153
H -1.24462 -1.72680 1.01415 0.0 0.1 -0.1 0.3816
H 1.46358 0.77006 1.58148 -0.1 -0.1 -0.1 0.2785
C -0.41719 -0.77144 -1.36215 -1.9 0.0 1.0 0.4669
H 2.18155 1.68301 0.45154 -0.1 -0.1 -0.1 0.2568
O -1.22361 -0.87153 -2.25562 0.8 0.5 1.0 -0.5422
C -0.88066 0.23177 0.13691 1.4 -4.9 -4.5 0.2964
C -0.97380 -0.71306 1.32187 0.0 0.2 0.3 -1.3940
H 0.34534 1.68282 -0.99178 0.1 0.0 0.0 0.5253
```
Forces are in eV/Å.

Calculated values
HOMO energy = -0.319 hartree
Kohn-Sham gap = 8.6055 eV

No. 3
Molecular formula: H38O19
Method: DFT, ωB97M-V/def2-TZVPD

Structure (XYZ):
```
57
Properties=species:S:1:pos:R:3:forces:R:3:mulliken_charge:R:1
O 4.12764 1.67859 -2.05608 -0.7 1.4 -0.5 -0.6819
H 3.78205 -2.19736 1.50377 -0.9 -0.3 -0.7 0.3032
H -4.14226 -1.43832 -1.16737 -1.8 0.3 1.9 0.3410
H 0.21560 -4.33792 0.86001 0.0 -0.6 0.6 0.2946
O 3.90374 2.15058 0.80432 0.9 -1.0 0.2 -0.6909
H -2.55380 3.15522 1.86931 0.5 -0.7 -0.6 0.2858
H 2.78494 0.43862 0.98144 -0.7 -0.9 -0.1 0.2892
O -0.96726 -1.02003 -0.75240 1.3 2.9 -1.2 -0.4101
H 1.50858 0.48514 -4.27311 -0.4 -0.3 0.4 0.2547
O 1.13743 -2.92759 2.49931 -0.2 1.5 -1.9 -0.6015
O -1.25454 4.00026 -1.17535 8.1 -2.4 -2.9 -0.5783
H 4.12508 -0.86743 2.25066 1.4 -4.1 -1.1 0.3498
H 1.83140 -3.40399 2.90784 1.2 -0.8 0.9 0.3158
H -1.98807 4.42741 -1.16752 -7.5 3.8 0.8 0.2619
H -1.64268 -1.16775 -4.23222 -2.8 0.2 0.4 0.2427
H -3.17614 -3.05985 1.73803 0.1 2.2 2.3 0.2783
H 0.87710 1.61620 0.45049 -1.8 -1.4 -2.0 0.2064
H 0.41366 -1.15330 4.06277 0.0 -0.9 -0.5 0.3132
O -2.30790 1.00033 -2.00498 0.8 1.9 1.7 -0.5673
H 3.75499 2.51646 -2.52747 0.6 -3.1 0.7 0.3380
H -2.86151 -0.43647 -3.43977 0.9 -1.7 -1.7 0.3419
H -1.95832 0.08323 1.28956 0.0 0.0 -0.8 0.2502
H 0.91859 0.73435 -2.72350 2.4 0.5 -4.2 0.4022
H 0.85170 1.66594 -1.06510 -0.8 -0.5 0.4 0.1834
H -1.12709 3.33345 -0.55737 -0.5 -1.3 2.1 0.3080
O -2.66158 -1.15743 -4.14989 1.7 1.6 1.4 -0.6426
H -0.39537 -4.55913 -0.61415 0.8 1.5 2.0 0.2646
O 0.34616 1.18798 -0.35918 2.9 2.8 1.9 -0.3838
H 1.76580 -0.80866 0.79709 -1.1 0.0 -1.6 0.3479
H 1.61231 -2.43997 1.76597 -1.0 -0.9 1.4 0.2403
H -1.83501 1.82375 -2.22740 -0.3 -0.1 -1.3 0.3283
H -0.05922 -0.86244 -2.15597 -7.1 0.9 5.7 0.4767
H 3.83898 2.32370 -0.15874 0.5 -0.6 0.3 0.3915
O -0.29914 -0.55590 4.24608 1.6 2.5 0.8 -0.6487
O 0.99837 3.61841 1.94711 -2.0 0.1 -1.6 -0.5912
O 2.39279 -0.39632 1.34798 1.3 1.6 1.3 -0.5952
O -2.39884 2.50277 1.15117 2.5 -0.8 0.6 -0.5575
O 0.48094 -1.04569 -2.78331 6.9 -2.8 -8.8 -0.6096
O -0.08977 -3.88396 0.08583 -0.8 -0.7 -2.6 -0.5456
H -1.27467 -1.64048 -0.16553 -0.8 -2.7 2.3 0.1679
H 4.73816 1.60688 0.94815 -1.5 1.2 -0.6 0.3015
H -3.79354 -3.31676 0.43120 -1.1 0.6 -0.9 0.2945
H 3.74775 0.81481 -2.37094 0.0 1.9 -0.1 0.3317
H -2.18024 1.23296 -1.04190 -0.8 -1.5 -0.8 0.3072
O -4.85210 -1.28565 -0.43304 2.1 -0.6 -2.2 -0.6447
O 4.51607 -1.83899 1.96396 0.2 4.0 2.1 -0.6304
H -5.15288 -0.40225 -0.65497 -0.2 0.2 0.1 0.2879
H -1.14604 -0.90095 4.12536 -1.5 -1.7 -0.3 0.3096
H 1.89878 3.76510 1.76913 1.9 0.2 -0.1 0.2820
O -2.34173 -0.27015 2.08489 0.9 0.6 2.1 -0.5587
H 0.90435 3.27732 2.80937 0.2 -0.6 1.6 0.3123
H -1.81812 0.20208 2.80414 -0.9 -0.9 -1.4 0.3824
H -0.22681 -0.49736 -0.36251 -1.1 -0.6 0.0 0.1292
O 1.53217 1.10738 -3.54554 -1.4 0.7 3.2 -0.6581
H -1.48321 2.03620 1.33285 -2.7 1.8 -0.2 0.1795
O -3.20483 -3.67246 1.06532 0.8 -2.7 -1.4 -0.5916
H 0.18754 -1.24056 -3.72780 0.0 0.5 2.8 0.2924
```
Forces are in eV/Å.

Calculated values
HOMO energy = -0.399 hartree
Kohn-Sham gap = 10.4135 eV

Calculated DFT total energy in order - -309.69049, -456.35298, -1452.17486 Eh
Calculated ΔE to the lowest compared entry with this formula, charge and spin in order - 95.3, 126.3, 166.2 kcal per mole